[1]
109
Properties=species:S:1:pos:R:3:forces:R:3 method="wB97M-V/def2-TZVPD" charge=-1 e_above_lowest_kj_mol=316.7 fmax_ha_per_bohr=0.0957 homo_lumo_gap_ha=0.359
O 1.795333 2.165176 0.873080 -0.87 -2.88 -1.56
C 1.462713 1.057286 0.436540 -1.19 0.64 1.29
O 0.236663 0.664216 0.031320 0.40 1.71 -0.07
B 0.142923 -0.765274 -0.279000 -0.41 0.23 0.15
O 1.445183 -1.310954 0.078800 1.88 1.39 0.37
C 2.276273 -0.263744 0.447680 -0.17 0.43 -0.77
O 3.445263 -0.212274 0.680500 -0.23 -1.32 0.03
O -0.296067 -1.008204 -1.693960 -2.17 -1.09 -0.18
C -1.503967 -1.704324 -1.713840 0.18 -1.62 -1.91
O -2.123237 -2.240324 -2.663430 2.64 2.70 3.16
C -1.801927 -2.054594 -0.226050 0.62 -1.75 0.78
O -0.905877 -1.386094 0.558310 -1.97 -1.41 -0.96
O -2.508667 -3.027784 0.074190 1.46 2.84 -0.06
C -7.795637 -2.783114 -3.020060 1.12 0.47 0.66
C -6.695317 -1.654704 -3.135020 -0.24 -0.15 0.07
C -5.211007 -2.015714 -3.044310 -0.25 -0.85 -0.86
O -6.861247 -0.955244 -4.388890 -0.18 -0.49 0.43
H -7.777447 -3.264974 -2.042520 0.53 -0.13 0.11
H -7.698057 -3.566384 -3.771770 0.00 0.19 -0.15
H -8.802767 -2.367004 -2.994820 -0.03 0.32 -0.60
H -6.872427 -0.939314 -2.331930 -0.31 0.12 0.19
H -4.870097 -2.467814 -2.112920 -0.25 0.28 0.14
H -4.576927 -1.173254 -3.320560 -0.25 0.28 0.41
H -4.966947 -2.734944 -3.826130 -0.10 -0.28 -0.08
H -7.801327 -1.035334 -4.566160 -0.07 0.26 -0.33
C 4.924053 3.938666 1.961380 -0.31 -1.77 -0.09
C 6.044713 3.865696 0.872310 -1.47 -0.32 -0.01
C 6.520463 2.451236 0.493770 -0.35 -0.17 1.61
O 5.586443 4.469946 -0.309750 0.33 1.53 -0.88
H 4.103173 3.243616 1.784850 -0.03 -0.44 -0.83
H 4.358613 4.862806 2.081070 1.04 0.58 -0.01
H 5.252653 3.516526 2.911070 0.43 0.62 0.30
H 6.836403 4.503486 1.265450 0.35 -0.09 -0.42
H 5.674353 1.807106 0.254410 -0.22 0.18 -0.23
H 6.919123 1.996476 1.400610 0.38 -0.21 0.01
H 7.255723 2.371626 -0.306950 -0.05 0.51 0.10
H 4.772773 4.116146 -0.676320 -0.07 -0.45 0.49
C 2.470873 -2.285104 3.709690 0.40 0.22 -2.03
C 2.617043 -3.801204 3.474070 0.41 1.92 0.25
C 2.666673 -4.197464 2.030390 -0.25 -0.57 -1.18
O 3.877433 -4.027184 4.081680 0.22 -1.47 0.56
H 3.265383 -1.854744 3.100050 0.05 0.09 -0.45
H 2.816753 -1.907934 4.672080 -1.00 -0.39 0.50
H 1.553733 -1.894204 3.269060 -0.27 0.27 0.68
H 1.787123 -4.304984 3.969610 0.10 -0.47 0.10
H 2.821183 -5.264724 1.871690 -0.50 -0.36 0.55
H 3.450783 -3.844844 1.360370 0.31 1.00 0.64
H 1.732963 -3.914264 1.544500 -0.15 -0.10 0.03
H 3.654303 -3.905994 5.007490 0.62 -0.10 0.31
C 1.035783 5.612446 3.746980 -0.37 -0.25 -0.34
C 0.560533 5.052926 2.398590 0.81 -0.52 0.07
C -0.749147 5.568446 1.830300 0.27 0.28 0.70
O 1.637643 5.297016 1.519000 -0.09 1.00 -1.56
H 0.335383 5.545296 4.579470 -0.05 -0.21 -0.03
H 1.341103 6.652526 3.632480 -0.05 0.03 -0.08
H 1.925533 5.011556 3.935030 0.06 0.16 0.59
H 0.495443 3.965616 2.438890 -0.35 -0.25 0.44
H -0.753067 6.657266 1.779780 0.02 0.08 -0.14
H -1.491177 5.274186 2.572540 -0.32 0.06 -0.10
H -1.035017 5.146676 0.866720 0.35 0.01 0.17
H 2.483823 4.957636 1.819660 -0.33 -0.32 0.28
C 0.110343 3.234896 -2.546400 0.63 -0.48 0.62
C -1.337597 2.837246 -2.264970 0.63 1.19 0.45
C -1.972737 3.488106 -1.027500 0.14 -0.02 0.20
O -2.108827 3.228156 -3.404570 -0.26 -0.63 -0.31
H 0.750793 3.070946 -1.679770 -0.09 -0.09 0.24
H 0.284773 4.276726 -2.815230 -0.47 0.22 -0.07
H 0.532953 2.614736 -3.336910 -0.15 -0.02 -0.20
H -1.346907 1.753226 -2.151360 -0.36 -0.05 -0.22
H -3.035057 3.244606 -1.010500 -0.01 -0.06 0.05
H -1.889557 4.574606 -1.001460 0.00 0.17 -0.61
H -1.528597 3.212936 -0.070890 0.15 -0.58 -0.16
H -1.762017 4.083286 -3.669290 -0.08 0.15 -0.09
C -3.265727 1.054036 1.902800 -0.82 -0.10 -0.82
O -3.295737 0.890226 3.282170 0.50 -0.37 1.45
H -2.459847 1.714236 1.582180 -0.34 0.20 -0.23
H -3.185887 0.121436 1.344230 0.49 -0.37 0.29
H -4.285727 1.365786 1.678060 0.19 0.79 -0.67
H -2.544537 1.336436 3.679890 0.01 -0.17 -0.04
C -2.685757 -5.845954 1.555570 0.72 -0.81 -1.05
O -1.362307 -5.278954 1.692560 -1.31 -0.38 0.08
H -3.458827 -5.201034 1.973340 -0.01 -0.29 0.31
H -2.899937 -6.005854 0.498850 -0.16 0.52 -0.30
H -2.668577 -6.886274 1.880420 -0.07 0.30 0.93
H -1.523307 -4.440154 1.254290 0.58 0.69 -0.28
C -0.924707 -0.034354 -4.754130 0.34 1.03 0.19
O -0.902097 1.258876 -5.429720 -0.11 -1.22 0.17
H -0.347537 -0.002524 -3.830030 0.68 0.02 -0.27
H -1.872257 -0.387794 -4.347530 -0.58 0.26 -0.79
H -0.512417 -0.749174 -5.466280 -0.08 -0.01 0.23
H -1.251217 1.935946 -4.845510 -0.31 0.07 0.33
C -1.615807 -2.754264 3.860710 0.07 0.16 0.41
O -1.476697 -4.114354 4.234290 -0.21 0.32 0.10
H -2.474167 -2.595114 3.208040 -0.20 0.09 0.07
H -1.732477 -2.188964 4.785330 -0.14 0.17 -0.12
H -0.745507 -2.361184 3.335200 0.21 -0.08 -0.08
H -1.701717 -4.594164 3.433820 0.48 -0.57 -0.17
C 1.934893 -4.051514 -1.836210 0.99 -0.45 1.30
O 3.220393 -4.691354 -1.861960 0.78 0.44 -1.07
H 1.722383 -4.155304 -0.772180 -1.52 0.02 -0.17
H 2.026613 -2.973384 -1.967860 0.40 -0.18 -0.46
H 1.260143 -4.490424 -2.571180 -0.29 0.04 0.33
H 3.160103 -5.607234 -1.580660 -0.37 0.13 0.04
C 3.263033 0.326606 -3.118070 -0.28 -0.13 -0.08
O 4.216553 -0.684294 -3.368580 0.60 0.00 -0.14
H 3.072983 0.945786 -3.994760 -0.04 0.05 -0.10
H 2.336003 -0.166394 -2.825390 -0.31 0.32 0.19
H 3.628023 0.983416 -2.328460 0.00 -0.16 0.12
H 4.169073 -0.929804 -4.295440 -0.05 -0.06 0.06

=====

[2]
99
Properties=species:S:1:pos:R:3:forces:R:3 method="wB97M-V/def2-TZVPD" charge=+1 fmax_ha_per_bohr=0.1783 homo_lumo_gap_ha=0.199
C 1.565739 -1.917719 -2.470549 -0.78 -0.72 0.19
C 1.061918 -0.840057 -3.599976 -0.61 -2.10 -0.45
O 1.231023 0.576823 -3.208493 4.16 -0.55 1.12
C 2.643062 0.879710 -2.890537 4.29 -2.22 -3.13
O 3.706289 0.317847 -3.530389 -7.33 3.41 4.32
C 2.898227 1.998268 -1.696679 -1.42 0.15 0.49
C 1.631072 1.989268 -0.637820 1.03 0.79 0.43
C 1.873755 0.712712 0.367899 -0.81 0.23 -0.81
P 2.843735 1.439944 1.892612 -1.06 -1.59 -2.13
P 1.252083 2.035001 3.311398 -2.83 3.00 0.08
N 0.244661 3.080048 2.553285 2.00 -0.66 1.95
P 4.185339 0.013126 2.847912 1.24 -1.43 2.30
C 4.642256 -1.457578 1.718308 -0.50 -1.06 -0.68
O 3.239984 -0.644719 4.202949 -0.87 1.30 -3.29
H 2.681701 -2.261914 -2.575197 -2.15 1.00 0.16
H 0.897134 -2.893990 -2.626857 1.51 2.10 0.29
H 1.334863 -1.565886 -1.353543 0.50 -0.58 -2.48
H 1.584959 -1.117519 -4.614539 -0.90 0.93 2.02
H -0.105306 -1.019637 -3.748975 2.59 0.83 0.40
H 2.988416 3.101479 -2.098946 -0.08 -2.45 0.36
H 3.864744 1.765811 -1.044096 -1.83 0.23 -1.94
H 0.576944 2.028161 -1.139541 2.15 -0.32 0.97
H 1.762160 2.975466 0.021955 -0.64 -2.00 -1.52
H 0.845509 0.236294 0.742121 2.32 0.98 -0.65
H 2.529487 -0.108297 -0.195831 -1.39 1.73 1.54
H 3.507542 2.661188 1.429318 -0.45 -1.08 0.63
H 0.531773 0.865141 3.798700 1.13 0.27 -0.55
H 1.903961 2.643606 4.446078 0.05 -0.94 -0.53
H 0.344343 3.962898 3.137688 -0.29 -1.04 -1.12
H 4.116624 -2.424432 2.175923 1.29 2.07 -0.95
H 4.261507 -1.350323 0.606428 0.90 -0.17 2.22
H 5.830759 -1.547968 1.750225 -2.77 0.20 -0.05
H 2.284435 -0.708998 3.897102 1.55 -0.43 0.80
C -2.828384 4.044737 3.078117 0.07 0.17 -0.09
C -3.753506 5.246869 3.248294 0.19 0.02 0.12
N -3.101097 6.423607 3.828574 0.02 0.15 0.25
C -4.047737 7.465010 4.242972 -0.04 -0.19 0.25
C -4.872852 8.143356 3.154748 -0.20 0.27 -0.10
C -1.905394 6.909922 3.137250 0.00 -0.26 0.13
C -2.047747 7.307155 1.671506 0.13 0.21 -0.29
H -2.352580 3.773585 4.026599 -0.03 0.10 -0.08
H -3.403986 3.179704 2.732577 0.03 0.11 0.02
H -2.047079 4.232072 2.335776 -0.10 -0.07 0.11
H -4.565806 4.928629 3.913573 0.06 0.34 0.00
H -4.213486 5.476098 2.280861 -0.10 -0.07 -0.14
H -3.513326 8.236138 4.812340 0.12 -0.19 -0.15
H -4.744251 7.019751 4.966227 0.16 -0.13 -0.14
H -4.277203 8.849943 2.574893 -0.06 -0.09 -0.04
H -5.684843 8.718197 3.615283 0.11 -0.09 -0.05
H -5.332773 7.425935 2.469601 0.07 0.06 0.06
H -1.131588 6.136083 3.204842 -0.13 -0.10 0.02
H -1.481550 7.757239 3.691622 -0.30 -0.11 0.07
H -2.631992 6.586119 1.093797 0.01 0.04 0.08
H -1.056214 7.364364 1.209504 -0.08 0.00 0.03
H -2.503864 8.293237 1.563081 -0.03 -0.17 -0.06
C 4.570006 -3.642233 -5.408848 -0.01 -0.05 -0.09
C 3.948087 -4.671342 -4.468590 -0.10 -0.03 -0.31
N 2.786775 -5.366510 -5.029991 -0.38 0.02 0.23
C 2.036372 -6.138264 -4.033162 -0.03 0.28 -0.05
C 2.743518 -7.317484 -3.373933 -0.03 -0.31 0.21
C 2.992108 -6.041703 -6.312991 0.06 0.32 -0.21
C 4.076795 -7.111692 -6.383996 0.10 -0.32 -0.14
H 3.826722 -2.910321 -5.742556 0.06 -0.14 0.01
H 5.366007 -3.098546 -4.889438 -0.10 -0.09 -0.04
H 5.018682 -4.111482 -6.289242 -0.07 0.08 0.07
H 3.634136 -4.127903 -3.568695 -0.18 -0.27 -0.02
H 4.726340 -5.374875 -4.153287 0.16 -0.02 0.10
H 1.099028 -6.494089 -4.479466 0.20 0.09 -0.15
H 1.720446 -5.447796 -3.239478 0.15 0.09 -0.11
H 2.819980 -8.172703 -4.047021 0.09 0.08 0.06
H 2.166140 -7.651105 -2.503764 0.06 0.04 -0.10
H 3.744748 -7.059523 -3.018066 -0.08 -0.01 -0.07
H 3.217440 -5.280276 -7.069051 0.01 0.03 0.20
H 2.044094 -6.479000 -6.652043 0.04 0.12 0.31
H 5.002936 -6.807069 -5.889576 -0.08 0.00 -0.01
H 4.321625 -7.316165 -7.431901 -0.03 0.03 0.12
H 3.742116 -8.055186 -5.948147 0.14 0.09 0.03
C -4.194995 -0.306007 4.126086 -0.05 -0.10 -0.01
C -3.443902 -0.243428 2.798728 -0.09 -0.22 0.11
N -2.953955 -1.542154 2.329328 0.55 -0.03 -0.15
C -2.006119 -1.434906 1.214662 -0.17 -0.09 0.29
C -2.525536 -0.868715 -0.102469 0.05 0.09 -0.34
C -3.954012 -2.603272 2.194974 -0.11 -0.09 0.36
C -5.136901 -2.347494 1.266635 -0.22 -0.13 -0.23
H -3.584146 -0.774299 4.905248 -0.08 -0.01 -0.14
H -4.444408 0.706807 4.459252 0.04 -0.12 -0.10
H -5.134554 -0.859305 4.038399 0.12 0.05 0.04
H -2.586535 0.423731 2.952105 0.09 -0.14 -0.24
H -4.086123 0.239120 2.053911 -0.07 0.16 -0.05
H -1.557581 -2.418051 1.023210 -0.21 0.00 0.14
H -1.167059 -0.807274 1.544119 -0.07 0.13 0.19
H -3.145466 -1.589499 -0.637680 0.00 0.12 0.07
H -1.679666 -0.631315 -0.758219 -0.04 0.00 0.01
H -3.097135 0.053314 0.034589 0.04 -0.11 0.01
H -4.349044 -2.830498 3.192215 0.12 0.18 -0.06
H -3.460460 -3.534223 1.887314 0.16 0.28 0.00
H -5.563530 -1.348890 1.392183 0.06 -0.06 0.00
H -5.933115 -3.068693 1.480575 0.10 0.09 -0.02
H -4.863298 -2.481189 0.218101 -0.09 0.12 0.07